## i
# C3H3N3O

C3H3N3O in the gas phase (ωB97M-V/def2-TZVPD, the OMol25 dataset).

Calculated values
Lowest unoccupied orbital energy (eV): -0.2
Gap between HOMO and LUMO (eV): 8.37

The geometry in ORCA input format:
```
! RIJCOSX wB97M-V def2-TZVPD def2/J DEFGRID3
* xyz 0 1
O 1.8523 -0.4941 0.1646
C 0.5720 -0.1228 0.0967
C 0.2448 1.2260 0.0587
N -0.9966 1.6153 -0.2185
N -1.9762 0.7457 -0.3734
C -1.8128 -0.5910 -0.1939
N -0.4708 -0.9580 0.0178
H 1.9846 -1.4467 0.2689
H 0.9982 1.9933 0.1964
H -0.3955 -1.9675 -0.0173
*
```

## ii
# C3H3N3O

C3H3N3O in the gas phase (ωB97M-V/def2-TZVPD, the OMol25 dataset).

Calculated values
Lowest unoccupied orbital energy (eV): 0.1
SMILES: Oc1cnncn1
Gap between HOMO and LUMO (eV): 9.98

The geometry in ORCA input format:
```
! RIJCOSX wB97M-V def2-TZVPD def2/J DEFGRID3
* xyz 0 1
O -0.8841 -1.8591 -0.3994
C -0.3891 -0.6748 -0.0510
C -0.0870 -0.2819 1.2642
N 0.5163 0.8728 1.4901
N 0.9130 1.6388 0.4594
C 0.5502 1.2278 -0.7469
N -0.1572 0.1431 -1.0412
H -0.9400 -1.7939 -1.3746
H -0.3602 -0.9149 2.1038
H 0.8382 1.6421 -1.7044
*
```

ii wins, 230.2 kJ/mol ahead of the next structure.

## i
# C3H3N3O

2 unconnected molecules or ions with the total composition C3H3N3O (ωB97M-V/def2-TZVPD, the OMol25 dataset).

Calculated values
Lowest unoccupied orbital energy (eV): 0.6
SMILES: N=C=CC=O.N#N
Gap between HOMO and LUMO (eV): 10.16

The geometry in ORCA input format:
```
! RIJCOSX wB97M-V def2-TZVPD def2/J DEFGRID3
* xyz 0 1
N 2.0874 -0.2360 0.4255
C 1.0144 -0.7429 0.1878
C -0.1707 -1.3278 0.0430
C -1.3691 -0.5135 0.2476
O -1.3388 0.6166 0.6895
H 2.5683 0.3325 -0.2661
H -0.2192 -2.3747 -0.2293
H -2.3343 -0.9705 -0.0476
N 0.3830 2.4086 -0.6321
N -0.6210 2.8077 -0.4184
*
```

## ii
# C3H3N3O

C3H3N3O in the gas phase (ωB97M-V/def2-TZVPD, the OMol25 dataset).

Calculated values
Lowest unoccupied orbital energy (eV): -0.3
SMILES: [H]/N=c1/ncnco1
Gap between HOMO and LUMO (eV): 9.70

The geometry in ORCA input format:
```
! RIJCOSX wB97M-V def2-TZVPD def2/J DEFGRID3
* xyz 0 1
H 0.5495 -1.2644 -2.6281
N 1.1192 -0.9486 -1.9058
C 0.5718 -0.5223 -0.8135
N 1.2391 -0.0430 0.3926
C 0.6992 0.6279 1.2866
N -0.7086 1.1910 1.2244
C -1.3621 0.4725 0.3368
O -0.7914 -0.8224 -0.3407
H 1.1053 0.7500 2.3264
H -2.4218 0.5593 0.1212
*
```

i wins, 187.6 kJ/mol ahead of the next structure.

## i
# C3H3N3O

2 unconnected molecules or ions with the total composition C3H3N3O (ωB97M-V/def2-TZVPD, the OMol25 dataset).

Calculated values
Lowest unoccupied orbital energy (eV): 0.5
Gap between HOMO and LUMO (eV): 9.32

The geometry in ORCA input format:
```
! RIJCOSX wB97M-V def2-TZVPD def2/J DEFGRID3
* xyz 0 1
N -1.6613 0.6890 -1.4799
C -0.5892 0.2469 -1.0742
N 0.7634 -1.5535 -0.0869
N 0.5584 -1.8756 1.0845
O 0.2553 2.0690 1.7646
C 0.3480 0.9471 1.8973
C 0.5443 -0.1757 -0.5601
H -1.9258 0.3666 -2.4127
H 0.2517 -1.0790 1.6678
H 1.4554 0.3651 -0.8003
*
```

## ii
# C3H3N3O

2 unconnected molecules or ions with the total composition C3H3N3O (ωB97M-V/def2-TZVPD, the OMol25 dataset).

Calculated values
Lowest unoccupied orbital energy (eV): 0.5
SMILES: N=C=CC=O.N#N
Gap between HOMO and LUMO (eV): 10.14

The geometry in ORCA input format:
```
! RIJCOSX wB97M-V def2-TZVPD def2/J DEFGRID3
* xyz 0 1
N 2.1614 -0.4017 0.6307
C 1.0538 -0.6752 0.2218
C -0.1674 -1.0556 -0.1318
C -1.3211 -0.4924 0.5756
O -1.2551 0.3571 1.4405
H 2.6326 0.4214 0.2632
H -0.3006 -1.7584 -0.9466
H -2.2994 -0.8962 0.2466
N 0.2502 2.1433 -0.9518
N -0.7545 2.3576 -1.3483
*
```

ii wins, 312.4 kJ/mol ahead of the next structure.

## i
# C3H3N3O

2 unconnected molecules or ions with the total composition C3H3N3O (ωB97M-V/def2-TZVPD, the OMol25 dataset).

Calculated values
Lowest unoccupied orbital energy (eV): 0.5
SMILES: N=C=CC=O.N#N
Gap between HOMO and LUMO (eV): 10.16

The geometry in ORCA input format:
```
! RIJCOSX wB97M-V def2-TZVPD def2/J DEFGRID3
* xyz 0 1
N -0.8879 -0.1600 2.1937
C -0.3560 0.3968 1.2575
C 0.3357 1.0209 0.3131
C 1.3285 0.2688 -0.4595
O 1.5410 -0.9208 -0.3402
H -1.7600 -0.6614 2.0483
H 0.1617 2.0741 0.1237
H 1.8890 0.8796 -1.1951
N -1.2662 -1.7647 -1.5418
N -0.9860 -1.1334 -2.3999
*
```

## ii
# C3H3N3O

C3H3N3O in the gas phase (ωB97M-V/def2-TZVPD, the OMol25 dataset).

Calculated values
Lowest unoccupied orbital energy (eV): -0.7
SMILES: O/C=C1\C=NN=N1
Gap between HOMO and LUMO (eV): 9.24

The geometry in ORCA input format:
```
! RIJCOSX wB97M-V def2-TZVPD def2/J DEFGRID3
* xyz 0 1
O 2.0480 0.1730 0.9460
C 1.1190 0.6985 0.2972
C -0.0264 0.1597 -0.2470
C -0.7835 -0.9867 -0.0601
N -2.0702 -0.7463 -0.3792
N -1.9349 0.5626 -1.1250
N -0.7678 1.0902 -0.9384
H 1.8399 -0.7379 1.0178
H 1.2153 1.7064 -0.0341
H -0.6395 -1.9195 0.5228
*
```

## iii
# C3H3N3O

2 unconnected molecules or ions with the total composition C3H3N3O (ωB97M-V/def2-TZVPD, the OMol25 dataset).

Calculated values
Lowest unoccupied orbital energy (eV): 0.6
Gap between HOMO and LUMO (eV): 9.46

The geometry in ORCA input format:
```
! RIJCOSX wB97M-V def2-TZVPD def2/J DEFGRID3
* xyz 0 1
N -0.8443 -1.2066 1.7273
C -0.4106 -0.2289 1.1235
N -0.6897 1.6336 -0.4504
N -0.9383 1.3138 -1.6143
O 1.9631 -1.4357 -1.0577
C 1.2056 -0.7787 -1.5871
C 0.0971 0.7645 0.4286
H -1.3959 -0.9808 2.5577
H -0.5021 0.4144 -1.8783
H 1.0558 1.1800 0.7283
*
```

## iv
# C3H3N3O

C3H3N3O in the gas phase (ωB97M-V/def2-TZVPD, the OMol25 dataset).

Calculated values
Lowest unoccupied orbital energy (eV): 0.3
SMILES: N=c1ncocn1
Gap between HOMO and LUMO (eV): 9.99

The geometry in ORCA input format:
```
! RIJCOSX wB97M-V def2-TZVPD def2/J DEFGRID3
* xyz 0 1
N -1.1122 -0.6330 -1.9483
C -0.2367 -0.4868 -0.9036
N -0.6488 -0.9381 0.3283
C -0.2285 -0.3109 1.2863
O 0.5973 0.8893 1.2693
C 1.1980 0.9755 -0.0213
N 0.9306 0.2801 -1.0741
H -1.8715 -1.2183 -1.3277
H -0.4563 -0.4972 2.4068
H 1.8279 1.9395 -0.0158
*
```

i wins, 161.3 kJ/mol ahead of the next structure.

## i
# C4H11N2S

2 unconnected molecules or ions with the total composition C4H11N2S (ωB97M-V/def2-TZVPD, the OMol25 dataset).

Calculated values
Lowest unoccupied orbital energy (eV): -4.1
Gap between HOMO and LUMO (eV): 9.91

The geometry in ORCA input format:
```
! RIJCOSX wB97M-V def2-TZVPD def2/J DEFGRID3
* xyz 1 1
C -0.1356 0.5843 0.5428
C -2.4459 0.5683 -0.6359
C -1.5977 0.6821 0.5801
C 2.7642 -0.5415 -0.1859
N 0.4701 -0.4461 0.0667
N 3.1708 -1.3388 0.7504
S 3.0639 1.1745 -0.1657
H 0.5301 1.2942 0.9893
H -2.3748 -0.3515 -1.1759
H -3.4714 0.5055 -0.3077
H -2.3896 1.4491 -1.4175
H -1.7824 -0.2084 1.1363
H -1.8062 1.5144 1.2055
H 2.1430 -0.9029 -0.9299
H 3.2942 -2.2833 0.7139
H -0.0791 -1.1666 -0.4405
H 3.2345 -0.8888 1.7180
H 2.3395 1.6308 -1.1697
*
```

## ii
# C4H11N2S

A molecular structure, C4H11N2S (ωB97M-V/def2-TZVPD, the OMol25 dataset).

Calculated values
Lowest unoccupied orbital energy (eV): -4.0
Gap between HOMO and LUMO (eV): 8.96

The geometry in ORCA input format:
```
! RIJCOSX wB97M-V def2-TZVPD def2/J DEFGRID3
* xyz 1 1
C 1.9530 -1.1316 0.8830
C 0.8011 -0.5510 0.9432
C 1.2495 1.6955 -0.0152
C -0.9865 0.4022 -0.3054
N -2.4068 -1.2490 -2.3111
N 0.4727 0.3958 -0.1550
S -1.3126 -1.7522 -1.1349
H 2.3088 -1.6387 1.7765
H 2.6870 -0.8747 0.0673
H 0.0974 -0.5937 1.7900
H 0.7753 2.4524 -0.5841
H 1.0327 2.0767 0.9806
H 2.2316 1.4591 0.0153
H -1.5845 0.5955 0.6678
H -1.4982 1.0281 -1.0258
H -2.2290 -1.5173 -3.3313
H -3.4544 -1.5262 -2.2012
H 0.9923 -0.0347 -0.9778
*
```

## iii
# C4H11N2S

2 unconnected molecules or ions with the total composition C4H11N2S (ωB97M-V/def2-TZVPD, the OMol25 dataset).

Calculated values
Lowest unoccupied orbital energy (eV): -4.6
Gap between HOMO and LUMO (eV): 7.43

The geometry in ORCA input format:
```
! RIJCOSX wB97M-V def2-TZVPD def2/J DEFGRID3
* xyz 1 1
C -0.0737 0.3628 -1.3772
C 1.2772 -0.8444 0.3381
C 1.4260 1.8623 0.0650
C 1.0407 0.4531 -0.6627
N -1.7481 -1.5892 0.6131
N -1.0060 0.6636 -2.0349
S -3.3140 -0.7591 0.5998
H 0.3780 -1.2138 0.7211
H 1.7802 -1.6665 -0.1420
H 2.0442 -0.4946 1.0475
H 0.5777 2.2383 0.6699
H 1.7909 2.7872 -0.5658
H 2.1844 1.6231 0.9213
H 1.8310 0.2116 -1.3182
H -1.9771 -2.5736 0.4237
H -1.8844 0.3896 -2.6009
H -1.3581 -1.5820 1.5953
H -2.9690 0.1317 1.7069
*
```

i wins, 153.1 kJ/mol ahead of the next structure.

## i
# C22H25N3O2S

C22H25N3O2S in the gas phase (ωB97M-V/def2-TZVPD, the OMol25 dataset).

Calculated values
Lowest unoccupied orbital energy (eV): 0.3
SMILES: CCC1=Nc2cc(C(=O)NCCN3CCOCC3)ccc2Sc2ccccc21
Gap between HOMO and LUMO (eV): 8.59

The geometry in ORCA input format:
```
! RIJCOSX wB97M-V def2-TZVPD def2/J DEFGRID3
* xyz 0 1
C -4.9627 -0.6943 -2.4991
C -3.4472 -0.8657 -2.6050
C -2.7613 -0.1919 -1.4547
N -1.9246 0.7230 -1.7146
C -1.2694 1.5301 -0.8245
C 0.0925 1.7686 -1.0275
C 0.7870 2.6610 -0.2308
C 2.2477 2.8760 -0.4873
O 2.6663 3.3802 -1.5096
N 3.0832 2.4884 0.5086
C 2.7494 1.6104 1.6039
C 2.5788 0.1443 1.1588
N 3.8090 -0.3433 0.5555
C 4.2823 -1.6227 1.0574
C 3.4824 -2.8007 0.4867
O 3.5174 -2.7992 -0.9241
C 3.0181 -1.5845 -1.4450
C 3.7987 -0.3810 -0.9012
C 0.1177 3.3818 0.7544
C -1.2327 3.1697 0.9589
C -1.9168 2.2384 0.1975
S -3.6540 1.9737 0.5111
C -3.5245 0.2296 0.8845
C -3.8797 -0.2135 2.1481
C -3.8013 -1.5599 2.4545
C -3.3585 -2.4603 1.4987
C -3.0182 -2.0186 0.2336
C -3.1037 -0.6686 -0.0971
H -5.3402 -1.1536 -1.5875
H -5.4518 -1.1598 -3.3509
H -5.2217 0.3617 -2.4853
H -3.0789 -0.4229 -3.5305
H -3.2031 -1.9305 -2.6045
H 0.5952 1.2369 -1.8218
H 4.0650 2.5472 0.2740
H 1.8203 1.9462 2.0706
H 3.5572 1.6714 2.3347
H 1.7258 0.0881 0.4711
H 2.3331 -0.4463 2.0449
H 4.2385 -1.6248 2.1476
H 5.3272 -1.7255 0.7491
H 3.9125 -3.7536 0.7992
H 2.4372 -2.7460 0.8339
H 3.1210 -1.6543 -2.5286
H 1.9489 -1.4876 -1.1937
H 3.3786 0.5445 -1.2938
H 4.8394 -0.4589 -1.2298
H 0.6486 4.1129 1.3452
H -1.7676 3.7208 1.7176
H -4.2208 0.5033 2.8790
H -4.0826 -1.9051 3.4379
H -3.2862 -3.5109 1.7368
H -2.6716 -2.7244 -0.5069
*
```

## ii
# C22H25N3O2S

C22H25N3O2S in the gas phase (ωB97M-V/def2-TZVPD, the OMol25 dataset).

Calculated values
Lowest unoccupied orbital energy (eV): 0.1
SMILES: CCC1=Nc2cc(C(=O)NCCN3CCOCC3)ccc2Sc2ccccc21
Gap between HOMO and LUMO (eV): 7.91

The geometry in ORCA input format:
```
! RIJCOSX wB97M-V def2-TZVPD def2/J DEFGRID3
* xyz 0 1
C -4.7320 -3.5457 -0.9213
C -4.4661 -2.4208 -1.8965
C -4.0337 -1.1912 -0.8593
N -3.0145 -0.6536 -1.1500
C -2.4405 0.6847 -0.9873
C -1.0988 0.8019 -0.7381
C -0.4346 1.9534 -0.3382
C 0.9985 1.9603 -0.0573
O 1.4620 3.0763 0.7458
N 1.7047 1.3387 -0.7241
C 3.2289 1.4540 -0.7366
C 3.6663 -0.1285 -0.1377
N 5.0970 -0.2007 -0.1984
C 5.6077 -1.3121 -0.0261
C 7.1048 -1.5768 -0.4522
O 7.7490 -0.7352 0.6622
C 7.2213 0.6861 0.6416
C 5.9113 0.6060 0.9366
C -1.3330 3.3353 -0.2225
C -2.7366 3.1422 -0.5770
C -3.1829 1.6413 -0.8879
S -4.9458 1.8162 -1.0192
C -5.2928 0.5991 0.1814
C -6.1013 1.0246 1.5125
C -6.1863 0.0624 2.5275
C -5.6729 -1.0837 2.5741
C -4.7957 -1.3668 1.3445
C -4.7708 -0.6232 0.4013
H -5.4425 -3.4328 -0.2986
H -3.7384 -3.8072 -0.5082
H -5.0195 -4.3397 -1.7522
H -5.3919 -1.8481 -2.2647
H -3.5713 -2.3561 -2.6333
H -0.4300 -0.0790 -0.7341
H 1.4008 0.7255 -1.4478
H 3.4380 2.1390 -0.1393
H 3.7320 1.5466 -1.6336
H 3.2744 -0.7099 -0.8210
H 3.1882 -0.0435 0.9685
H 5.1476 -2.2335 -0.7760
H 5.4577 -2.0648 0.9748
H 7.4412 -2.5818 0.1304
H 7.4627 -1.3168 -1.3170
H 7.8407 0.9739 1.3313
H 7.4754 1.0149 -0.5231
H 5.3975 1.7976 0.8936
H 5.4944 0.3209 1.8363
H -0.7330 4.1021 0.0016
H -3.2641 4.0911 -0.6590
H -6.5140 2.1004 1.5381
H -6.8159 0.6775 3.3708
H -5.8709 -1.5740 3.5108
H -4.4723 -2.4463 1.3542
*
```

i wins, 1897.1 kJ/mol ahead of the next structure.